Entry from the OMol25 dataset: a molecular structure, C4H13ClO5PSr (ωB97M-V/def2-TZVPD).

Last column: Mulliken charge in e.
Positions of all 25 atoms, in Å:
Sr (-7.3179, 33.1851, 3.2526)  1.693
Cl (-7.1483, 31.1502, 5.3747)  -0.659
C (-5.9722, 27.7242, 5.2265)  -0.383
O (-4.9665, 28.7484, 5.2361)  -0.478
H (-5.7280, 26.9524, 4.4966)  0.266
H (-5.9990, 27.2335, 6.1994)  0.153
H (-6.9824, 28.1197, 5.1206)  0.203
H (-5.3977, 29.5940, 5.3798)  0.211
C (-7.8006, 28.6006, 11.4487)  -0.589
O (-6.5109, 27.9485, 11.4355)  -0.319
P (-5.4895, 27.9291, 10.1156)  1.006
O (-5.9377, 26.9864, 9.0814)  -0.626
O (-5.3945, 29.5048, 9.6601)  -0.326
C (-5.1267, 29.9020, 8.3338)  -0.495
O (-4.0572, 27.6154, 10.8381)  -0.326
C (-3.8834, 26.2767, 11.3728)  -0.667
H (-8.4854, 27.7834, 11.6752)  0.262
H (-8.0394, 28.9909, 10.4593)  0.278
H (-7.8057, 29.3557, 12.2348)  0.221
H (-5.9847, 30.3543, 7.8364)  0.095
H (-4.7975, 29.0037, 7.8116)  0.344
H (-4.3318, 30.6469, 8.2980)  0.283
H (-3.7438, 26.3209, 12.4529)  0.269
H (-3.0051, 25.7885, 10.9504)  0.273
H (-4.7235, 25.6163, 11.1579)  0.311

Properties
Total energy, eV: -37238.4418
HOMO level, eV: -11.69
Energy relative to the best compared isomer or geometry (same formula, charge and spin), kJ/mol: 279.8
Gap between HOMO and LUMO, eV: 5.077
Charge: +1

Entry from the OMol25 dataset: 11 unconnected molecules or ions with the total composition C5H31NO11 (ωB97M-V/def2-TZVPD).

Last column: Mulliken charge in e.
Positions of all 48 atoms, in Å:
N (0.1219, -0.5612, 1.4596)  -0.034
C (0.4528, -0.2318, 2.8294)  -0.435
C (1.7725, 0.5939, 2.7353)  -0.706
C (2.0033, 0.7989, 1.2399)  -0.714
C (0.6502, 0.5180, 0.5943)  1.837
C (0.7567, 0.0481, -0.8588)  -0.702
O (-0.5402, 0.1074, -1.5050)  -0.749
H (-0.8507, -0.7485, 1.2239)  0.084
H (0.6318, -1.1579, 3.4250)  0.281
H (-0.2275, 0.4912, 3.3169)  0.315
H (2.6495, 0.1142, 3.1895)  0.363
H (1.5990, 1.5135, 3.3031)  0.264
H (2.4775, 1.7681, 0.9646)  0.377
H (2.7187, -0.0324, 1.0028)  0.116
H (0.0062, 1.4161, 0.6187)  -0.397
H (1.3032, 0.8827, -1.4010)  0.597
H (1.1993, -0.9307, -1.0532)  -0.393
H (-0.8430, -0.7228, -1.9381)  0.303
H (-0.9692, -2.6654, -0.3749)  0.344
H (0.6499, -2.9945, -0.3704)  0.419
O (-0.1895, -2.9723, -0.8636)  -0.742
H (4.1646, -0.8531, -1.9676)  0.255
H (2.9817, -1.6909, -2.1442)  0.309
O (3.4036, -1.1508, -1.4509)  -0.537
H (-2.2515, 1.4580, 1.6245)  0.251
H (-3.1078, 1.5739, 0.3564)  0.372
O (-2.9097, 0.9862, 1.0943)  -0.632
H (1.0311, -2.2439, 1.5115)  0.327
H (2.4758, -2.5965, 0.7921)  0.329
O (1.6560, -2.9114, 1.1953)  -0.824
H (-0.6619, 3.0707, 2.4563)  0.291
H (-1.7837, 3.8197, 1.5393)  0.363
O (-1.5712, 3.3453, 2.3488)  -0.693
H (-3.0867, -1.8378, -3.3386)  0.272
H (-2.4765, -1.9223, -1.9747)  0.384
O (-2.2340, -1.7209, -2.9070)  -0.658
H (-1.5257, 3.3046, -0.7351)  0.358
H (-3.0077, 3.5210, -0.1628)  0.291
O (-2.0921, 3.3114, 0.0707)  -0.677
H (0.8920, -3.0442, -2.4249)  0.373
H (0.7863, -2.7785, -3.9622)  0.295
O (1.3971, -2.8396, -3.2252)  -0.658
H (0.0185, 3.3973, -2.4855)  0.287
H (0.1082, 2.3384, -1.3764)  0.301
O (0.0500, 3.2928, -1.5267)  -0.760
H (-3.2263, -1.0749, 0.1137)  0.321
H (-1.9542, -0.5891, -0.5997)  0.392
O (-2.4482, -1.3998, -0.3594)  -0.762

Properties
Total energy, eV: -29700.7070
HOMO level, eV: -9.28
Energy relative to the best compared isomer or geometry (same formula, charge and spin), kJ/mol: 233.2
Gap between HOMO and LUMO, eV: 9.447

Entry from the OMol25 dataset: a molecular structure, C24H19N8O2PdS (ωB97M-V/def2-TZVPD).

Last column: Mulliken charge in e.
Positions of all 55 atoms, in Å:
Pd (0.0795, 0.2298, -1.0074)  0.835
N (-2.7205, -2.5456, -2.2534)  -0.059
C (-1.6970, -3.1761, -2.9359)  0.958
C (-1.6498, -4.3170, -3.7266)  -1.121
C (-0.4180, -4.6557, -4.2508)  -0.467
C (0.7293, -3.8883, -4.0006)  -0.626
C (0.6828, -2.7549, -3.2162)  -0.834
C (-0.5545, -2.4067, -2.6817)  -0.130
N (-0.9083, -1.3540, -1.8641)  0.509
C (-2.2102, -1.4592, -1.6277)  0.174
C (-2.9543, -0.5300, -0.7950)  -0.089
C (-4.2913, -0.5333, -0.5053)  -0.478
S (-4.6753, 0.7840, 0.5113)  -0.108
C (-3.0240, 1.2598, 0.4880)  -0.254
N (-2.2553, 0.4975, -0.2168)  0.315
H (-3.6830, -2.8359, -2.2434)  0.243
H (-2.5336, -4.9088, -3.9248)  0.420
H (-0.3382, -5.5354, -4.8746)  0.405
H (1.6666, -4.1986, -4.4420)  0.413
H (1.5549, -2.1452, -3.0208)  0.458
H (-5.0524, -1.2217, -0.8372)  0.362
H (-2.6733, 2.1320, 1.0216)  0.447
O (2.5887, 4.3375, 3.8606)  -0.490
C (2.2797, 4.8686, 2.5927)  -0.619
C (1.7556, 3.7773, 1.7109)  0.546
C (1.3603, 4.0670, 0.4039)  -1.024
C (0.9336, 3.0370, -0.4017)  -0.270
N (0.8668, 1.7716, 0.0167)  -0.113
C (1.1960, 1.4761, 1.2949)  0.010
C (1.6572, 2.4728, 2.1486)  -0.471
C (1.0163, 0.0840, 1.6778)  0.453
C (1.3094, -0.4345, 2.9372)  -0.847
C (1.1047, -1.7702, 3.2046)  0.850
C (1.4238, -2.3868, 4.5438)  -0.864
O (1.9856, -1.4951, 5.4722)  -0.534
C (0.5859, -2.5759, 2.1869)  -1.129
C (0.3217, -2.0107, 0.9627)  -0.221
N (0.5283, -0.7167, 0.7047)  -0.053
H (2.9590, 5.0338, 4.4095)  0.317
H (3.1656, 5.2997, 2.1120)  0.352
H (1.5224, 5.6585, 2.6599)  0.345
H (1.3900, 5.0768, 0.0178)  0.497
H (0.6445, 3.2263, -1.4245)  0.297
H (1.9439, 2.2347, 3.1631)  0.626
H (1.6939, 0.2170, 3.7097)  0.776
H (2.0590, -3.2647, 4.3831)  0.406
H (0.4937, -2.7501, 4.9864)  0.357
H (2.9154, -1.3501, 5.2689)  0.323
H (0.4010, -3.6277, 2.3587)  0.470
H (-0.0568, -2.6164, 0.1515)  0.366
N (-0.7982, 5.4287, -4.2809)  -0.496
C (-0.8396, 4.2764, -4.1837)  0.493
N (-0.9218, 2.9746, -4.1180)  -0.682
C (-0.4785, 2.0773, -3.3812)  0.686
N (-0.0813, 1.1665, -2.7454)  -0.727

Properties
Total energy, eV: -55522.4182
HOMO level, eV: -10.59
Energy relative to the best compared isomer or geometry (same formula, charge and spin), kJ/mol: 0.0
Gap between HOMO and LUMO, eV: 6.838
Charge: +1

Which of these has the lowest energy relative to the best compared isomer or geometry (same formula, charge and spin)?
C24H19N8O2PdS

What is the formula in the first record?
C4H13ClO5PSr

Among the records above, which one has the lowest total energy?
C24H19N8O2PdS

The lowest HOMO level belongs to which entry?
C4H13ClO5PSr